No. 1
Here is a 34-piece molecular cluster, C9H88N4O38P overall from OMol25. Energies are from the ωB97M-V functional and the def2-TZVPD basis.

Summary:
LUMO: 0.5 eV
Highest occupied orbital energy: -4.6222 eV
Total charge: -1
Gap between HOMO and LUMO: 5.1640 eV

Geometry as XYZ:
```
140
Properties=species:S:1:pos:R:3:mulliken_charge:R:1
C -2.864 -2.923 3.649 -0.856
C -3.204 -1.566 2.922 -0.906
C -2.884 -0.278 3.825 0.950
C -3.049 0.961 2.856 -0.628
C -1.986 1.132 1.719 0.145
O -0.732 1.718 2.128 -0.562
C -2.621 2.147 0.621 -0.615
N -1.606 2.777 -0.244 -0.480
C -4.259 -0.224 4.690 -0.208
O -5.026 0.780 4.653 -0.782
O -4.577 -1.198 5.468 -0.790
N -1.718 -0.382 4.671 1.063
C -0.385 -0.679 4.134 -1.524
N -0.259 -1.257 2.801 0.641
C 1.196 -1.299 2.460 -1.001
P -1.516 0.706 5.966 0.652
N -1.280 2.223 5.549 -0.779
O -2.687 0.717 7.117 -0.252
O -0.121 0.283 6.785 -0.509
H -2.472 -2.800 4.685 0.215
H -2.164 -3.566 3.039 -0.154
H -3.826 -3.506 3.719 0.372
H -4.299 -1.564 2.670 0.986
H -2.662 -1.543 1.944 0.030
H -4.040 0.803 2.341 0.280
H -3.182 1.938 3.399 0.547
H -1.749 0.204 1.144 -0.201
H -0.928 2.652 2.313 0.484
H -3.170 2.979 1.164 0.176
H -3.397 1.552 0.042 0.201
H -0.833 2.156 -0.466 0.333
H -1.296 3.661 0.145 0.235
H 0.140 -1.386 4.856 0.504
H 0.255 0.253 4.167 0.498
H -0.606 -2.212 2.732 0.045
H 1.859 -1.001 3.310 0.252
H 1.425 -0.651 1.584 0.186
H 1.428 -2.379 2.245 0.281
H -1.370 2.277 4.533 0.176
H -3.264 1.498 6.952 0.220
H 0.425 1.092 6.855 0.296
O 2.667 1.602 8.500 -0.622
H 2.409 0.696 8.708 0.316
H 2.273 2.123 9.206 0.263
O 0.159 1.760 10.249 -0.576
H 0.132 0.988 10.828 0.250
H -0.637 1.675 9.708 0.331
O -0.890 -3.905 1.363 -0.648
H -0.214 -3.980 0.678 0.234
H -1.081 -4.820 1.599 0.247
O 1.461 -5.660 0.760 -0.608
H 1.644 -6.561 0.465 0.312
H 2.331 -5.235 0.770 0.316
O -3.653 -1.257 9.277 -0.697
H -3.790 -2.000 8.679 0.318
H -3.262 -0.578 8.712 0.355
O -0.975 1.485 -3.211 -0.663
H -1.218 0.575 -3.008 0.283
H -1.371 1.999 -2.493 0.324
O 3.848 -1.152 1.469 -0.562
H 3.767 -0.923 0.537 0.283
H 4.185 -0.348 1.877 0.247
O -4.760 3.595 2.492 -0.612
H -5.401 3.088 3.010 0.302
H -5.294 4.018 1.810 0.268
O -0.430 0.241 -6.222 -0.611
H -0.879 0.688 -5.488 0.332
H 0.507 0.393 -6.051 0.283
O 4.099 1.501 0.400 -0.516
H 4.017 1.731 -0.536 0.246
H 4.436 2.306 0.810 0.279
O 0.963 4.335 8.397 -0.649
H 0.938 3.564 8.975 0.296
H 0.166 4.247 7.858 0.344
O 2.254 -0.675 -6.957 -0.608
H 1.965 -1.305 -7.634 0.345
H 3.215 -0.681 -7.027 0.274
O 0.545 -1.357 10.809 -0.573
H 1.345 -1.528 11.318 0.295
H 0.162 -2.231 10.671 0.291
O 0.108 -6.409 -1.409 -0.615
H 0.091 -6.157 -2.340 0.304
H 0.303 -5.586 -0.944 0.353
O -1.024 -1.501 -0.386 -0.516
H -0.994 -2.277 0.193 0.070
H -1.832 -1.626 -0.898 0.325
O 3.749 3.070 -2.235 -0.592
H 4.282 3.816 -2.531 0.279
H 2.922 3.165 -2.726 0.308
O 1.755 1.382 -9.027 -0.643
H 1.750 0.606 -8.447 0.341
H 0.952 1.285 -9.553 0.300
O -3.167 0.366 -5.479 -0.587
H -2.689 0.130 -6.285 0.295
H -3.679 1.142 -5.731 0.293
O 2.163 -2.855 -9.151 -0.613
H 2.848 -2.958 -9.820 0.299
H 1.927 -3.760 -8.915 0.306
O 1.309 2.933 0.774 -0.595
H 1.022 2.026 0.953 0.330
H 2.176 2.833 0.367 0.243
O -5.319 1.916 -1.052 -0.555
H -5.672 1.299 -1.703 0.261
H -5.662 2.772 -1.331 0.267
O -0.500 -9.354 -2.665 -0.636
H -0.517 -9.104 -3.595 0.300
H -0.307 -8.528 -2.202 0.354
O -3.290 -0.464 -8.505 -0.650
H -3.572 -1.089 -9.182 0.317
H -2.326 -0.469 -8.569 0.364
O -1.111 -0.662 -10.430 -0.708
H -0.628 -0.895 -11.232 0.303
H -1.625 0.116 -10.683 0.343
O 3.103 4.132 -9.870 -0.609
H 2.829 3.225 -9.679 0.343
H 3.965 4.034 -10.287 0.301
O 0.865 6.623 -8.963 -0.652
H 1.435 6.002 -9.435 0.330
H 0.833 6.273 -8.066 0.312
O 4.377 -4.196 0.656 -0.658
H 4.061 -3.690 1.417 0.306
H 5.335 -4.114 0.706 0.299
O -4.225 3.158 6.245 -0.686
H -4.586 2.547 5.583 0.305
H -4.552 4.021 5.975 0.309
O 6.706 0.796 -1.022 -0.631
H 6.091 0.358 -0.418 0.325
H 6.131 1.249 -1.650 0.273
O 9.484 0.173 -0.806 -0.621
H 8.676 0.708 -0.755 0.335
H 9.881 0.427 -1.645 0.295
O 5.513 -1.716 -1.746 -0.572
H 5.549 -2.639 -2.021 0.273
H 6.422 -1.404 -1.838 0.340
O 1.579 4.945 -2.963 -0.622
H 0.967 4.504 -2.359 0.328
H 1.003 5.396 -3.591 0.300
O -2.950 -3.122 -11.629 -0.605
H -2.584 -3.618 -12.370 0.305
H -2.306 -2.421 -11.471 0.324
```

No. 2
Here is the molecule C3H5N3O from OMol25. Energies are from the ωB97M-V functional and the def2-TZVPD basis.

Summary:
LUMO: -0.6 eV
Highest occupied orbital energy: -9.8974 eV
Total charge: 0
Gap between HOMO and LUMO: 9.2601 eV
Relative energy (zero: lowest compared OMol25 entry of this formula, charge and spin): 75.94 kcal/mol
SMILES string: [H]/N=C/N=N\C(C)=O

Geometry as XYZ:
```
12
Properties=species:S:1:pos:R:3:mulliken_charge:R:1
H 1.374 -2.173 0.611 0.241
N 0.569 -1.583 0.847 -0.557
C -0.341 -1.725 -0.058 0.189
N -1.531 -1.047 0.046 -0.293
N -1.519 0.204 -0.115 -0.132
C -0.371 0.773 -0.632 0.729
C 0.359 1.672 0.327 -0.960
O 0.019 0.609 -1.786 -0.542
H -0.196 -2.392 -0.924 0.371
H 0.164 1.371 1.360 0.327
H 1.434 1.586 0.145 0.291
H 0.038 2.705 0.179 0.335
```